{"formula": "C23H46N2O16PS2", "method": "ωB97M-V with the def2-TZVPD basis set", "total_energy_ha": -3354.6643, "spin_multiplicity": 1, "total_charge": 1, "e_homo_ev": -11.488, "orbital_gap_ha": 0.30514, "elements": ["C", "P", "C", "S", "C", "C", "C", "C", "S", "C", "N", "N", "C", "O", "H", "H", "H", "H", "H", "H", "H", "H", "H", "H", "H", "H", "H", "H", "H", "H", "C", "O", "C", "O", "O", "C", "H", "H", "H", "H", "H", "H", "C", "O", "C", "O", "O", "C", "H", "H", "H", "H", "H", "H", "C", "O", "C", "O", "O", "C", "H", "H", "H", "H", "H", "H", "C", "O", "C", "O", "O", "C", "H", "H", "H", "H", "H", "H", "C", "O", "C", "O", "O", "C", "H", "H", "H", "H", "H", "H"], "xyz": [[-2.3133, 6.1565, -0.1391], [-1.9140, 4.3825, 0.4654], [-0.1943, 4.3788, 1.2815], [-1.8443, 3.0579, -1.2524], [-1.2752, 1.3349, -0.7202], [-2.5471, 0.7062, 0.1056], [-2.2184, 0.9173, 1.6578], [-3.4856, 0.9778, 2.6391], [-5.1128, 0.5399, 1.8810], [-5.7524, 2.0631, 1.0166], [-5.3971, 3.4366, 1.2258], [-6.1541, 4.1851, 0.3473], [-6.9742, 3.2643, -0.3815], [-6.7465, 1.9075, -0.0038], [-1.4776, 6.5685, -0.8196], [-3.2391, 6.0651, -0.8248], [-2.5097, 6.8633, 0.7486], [0.5530, 3.7098, 0.7103], [-0.3390, 3.9037, 2.3202], [0.2510, 5.4233, 1.4172], [-3.1889, 2.9506, -1.6516], [-0.3181, 1.3635, -0.1065], [-1.2033, 0.7081, -1.6761], [-3.4579, 1.2646, -0.2818], [-2.5414, -0.4118, -0.1288], [-1.5376, 1.8314, 1.8014], [-1.5816, 0.0123, 1.9924], [-3.3210, 0.2259, 3.5007], [-3.4691, 2.0132, 3.1498], [-7.7412, 3.5557, -1.1770], [-1.8322, -4.7952, -1.9180], [-0.6049, -4.5889, -2.6177], [-0.1457, -3.3306, -2.5669], [-0.6717, -2.4026, -1.9972], [1.0027, -3.2763, -3.2573], [1.5999, -1.9812, -3.2875], [-2.1068, -5.8445, -2.0270], [-1.7104, -4.5794, -0.8543], [-2.6286, -4.1839, -2.3480], [1.8539, -1.6496, -2.2780], [0.9369, -1.2628, -3.7752], [2.5197, -2.0491, -3.8688], [1.3276, 5.2467, -2.3554], [2.4720, 5.8931, -2.8992], [2.9122, 6.9326, -2.1679], [2.4247, 7.3288, -1.1368], [3.9846, 7.4493, -2.7836], [4.5625, 8.5702, -2.1134], [1.0574, 4.4260, -3.0212], [1.5523, 4.8317, -1.3694], [0.4838, 5.9391, -2.3007], [4.9138, 8.2857, -1.1192], [3.8465, 9.3922, -2.0496], [5.4190, 8.9034, -2.6998], [4.7362, 2.9384, 0.0101], [3.9379, 1.8441, -0.4417], [3.6975, 0.9122, 0.4966], [4.0904, 0.9378, 1.6376], [2.9411, -0.0521, -0.0604], [2.6034, -1.1183, 0.8263], [4.8650, 3.6249, -0.8275], [4.2355, 3.4722, 0.8209], [5.7219, 2.5915, 0.3271], [2.0170, -0.7466, 1.6700], [3.5034, -1.6286, 1.1763], [1.9947, -1.8352, 0.2735], [-4.0457, -9.1802, -0.7525], [-4.5139, -7.8501, -0.5313], [-5.8049, -7.7737, -0.1660], [-6.5556, -8.7049, -0.0199], [-6.1124, -6.4769, 0.0082], [-7.4643, -6.2449, 0.4011], [-2.9958, -9.1202, -1.0412], [-4.1189, -9.7718, 0.1625], [-4.6009, -9.6543, -1.5647], [-7.6735, -6.7202, 1.3618], [-8.1553, -6.6026, -0.3653], [-7.5990, -5.1684, 0.5119], [7.1705, -1.8936, 1.6187], [6.2312, -2.9136, 1.9533], [6.6011, -3.6910, 2.9858], [7.6227, -3.5903, 3.6172], [5.6327, -4.5993, 3.1904], [5.8935, -5.4998, 4.2663], [6.7679, -1.3319, 0.7749], [7.3075, -1.2064, 2.4564], [8.1251, -2.3310, 1.3183], [5.9811, -4.9575, 5.2102], [6.7959, -6.0829, 4.0707], [5.0487, -6.1854, 4.3391]], "atomic_forces_ev_per_a": [[0.6, 0.0, -2.0], [-1.1, 1.3, 2.9], [1.0, -0.6, -0.2], [1.3, 0.0, -2.1], [-2.3, -1.5, 0.3], [2.0, 0.3, 0.2], [0.1, -0.8, 0.1], [1.3, 1.1, 0.8], [-0.5, 1.5, -0.6], [0.6, 3.2, 0.0], [-1.8, -4.9, -1.4], [-2.8, -4.6, -2.5], [2.4, 1.9, 2.3], [1.9, 3.4, 1.6], [-1.2, -0.4, 1.3], [1.2, 0.2, 1.4], [0.3, -1.5, -1.3], [-1.0, 1.2, 0.9], [0.1, 0.8, -1.6], [-0.7, -1.4, -0.5], [1.2, -0.2, 1.0], [-1.2, 0.3, -1.1], [0.4, 1.3, 1.2], [0.9, -1.2, 0.8], [-0.4, 1.6, 0.2], [-1.3, -1.2, -0.2], [-0.9, 1.4, -0.6], [-0.7, 1.0, -1.5], [-0.5, -1.6, -0.9], [1.3, -0.8, 1.4], [-0.5, -0.2, 0.2], [0.3, 0.6, 0.0], [0.2, -0.5, -0.3], [0.0, 0.0, 0.0], [-0.5, 0.0, 0.3], [0.3, 0.4, -0.1], [0.2, 0.1, -0.1], [0.0, 0.1, -0.1], [0.1, 0.0, 0.1], [-0.1, 0.0, -0.1], [0.0, -0.1, 0.2], [-0.2, -0.3, 0.0], [-0.2, -0.2, 0.0], [0.1, 0.1, 0.2], [0.4, 0.3, -0.2], [0.0, -0.3, -0.3], [-0.5, -0.4, 0.2], [0.3, 0.5, 0.2], [0.2, 0.2, -0.1], [-0.1, 0.2, 0.0], [0.1, 0.0, 0.1], [-0.2, 0.1, -0.1], [0.0, -0.2, 0.1], [-0.2, -0.3, -0.1], [0.3, 0.4, 0.1], [-0.3, -0.4, 0.2], [0.1, 0.0, 0.0], [-0.3, 0.0, -0.6], [0.1, 0.5, 0.0], [-0.1, -0.5, 0.3], [-0.2, -0.3, -0.1], [0.1, -0.2, 0.0], [-0.2, 0.0, 0.1], [0.2, 0.0, 0.0], [-0.1, 0.1, 0.1], [0.1, 0.2, -0.2], [0.2, -0.4, -0.1], [-0.3, 0.2, 0.1], [0.0, 0.0, 0.0], [0.3, 0.4, -0.1], [0.3, -0.3, -0.1], [-0.4, 0.1, 0.1], [-0.1, 0.3, 0.1], [-0.1, 0.0, -0.1], [-0.1, 0.0, 0.2], [0.0, -0.1, -0.2], [0.1, -0.1, 0.2], [0.3, -0.1, -0.1], [0.3, 0.3, -0.1], [-0.1, -0.3, 0.2], [0.0, -0.1, 0.1], [-0.4, 0.0, -0.3], [0.2, 0.4, -0.2], [0.0, -0.3, 0.4], [-0.2, -0.2, 0.1], [0.1, -0.2, 0.0], [-0.1, 0.0, 0.2], [0.2, 0.0, -0.1], [0.0, 0.2, 0.1], [0.0, 0.2, -0.2]], "mulliken_charge": [-0.87, 0.39, -0.80, -0.04, -0.33, -0.40, 0.07, -0.74, -0.12, 0.43, -0.08, -0.46, 0.02, -0.25, 0.27, 0.33, 0.36, 0.02, 0.37, 0.38, 0.30, 0.18, 0.32, 0.04, 0.40, -0.23, 0.33, 0.39, 0.34, 0.36, -0.55, -0.31, 0.79, -0.52, -0.32, -0.19, 0.19, 0.26, 0.27, -0.10, 0.26, 0.24, -0.45, -0.33, 0.74, -0.55, -0.33, -0.62, 0.28, 0.18, 0.25, 0.29, 0.30, 0.23, -0.66, -0.31, 0.69, -0.53, -0.18, -0.50, 0.21, 0.30, 0.32, 0.29, 0.24, 0.10, -0.66, -0.23, 0.72, -0.53, -0.28, -0.63, 0.20, 0.30, 0.33, 0.29, 0.30, 0.20, -0.67, -0.26, 0.74, -0.53, -0.30, -0.63, 0.17, 0.32, 0.34, 0.29, 0.29, 0.22]}